DFT (ωB97M-V with the def2-TZVPD basis set) results for a cluster of 2 separate species, C3H8N2O in total.

The gap between HOMO and LUMO (spin up / spin down) comes out at 0.2994 / 0.2887 hartree. The HOMO energy (spin up / spin down) comes out at -8.291 / -8.232 eV. For the total energy, the calculation gives -303.70237 Eh. The energy above the lowest of the compared OMol25 structures with the same formula, charge and spin is 119.07 kcal per mole.

```
14
Properties=species:S:1:pos:R:3:lowdin_charge:R:1
C 1.13468 0.08952 -0.58166 -0.331
C -0.61827 1.90843 0.18587 -0.066
C 0.36514 0.74377 0.39725 -0.129
N -0.39240 -2.14237 -0.27882 -0.016
N -0.81900 -1.22368 0.58456 0.053
O 1.71303 -1.01311 -0.41566 -0.098
H 0.99449 0.50081 -1.61041 0.128
H -0.01210 2.76514 -0.08489 0.077
H -1.28306 1.74090 -0.61264 0.059
H -0.99460 1.92466 1.12937 0.035
H 0.33315 0.44574 1.37572 0.057
H -0.76541 -2.09900 -1.22060 0.108
H 0.68042 -2.18385 -0.26175 0.085
H -0.33606 -1.45695 1.39365 0.039
```